## one
This record from the OMol25 dataset describes a cluster of 2 separate species, C3H10NOS in total. The level of theory is ωB97M-V with the def2-TZVPD basis set.

Each atom is followed by the atoms it is bonded to, with distances in Å.
Element x y z (Å)
1 C -2.20 0.68 0.11  N2 1.450, H6 1.086, H7 1.089, H8 1.105
2 N -0.79 0.95 -0.10  C1 1.450, C3 1.453, H9 1.016
3 C -0.04 -0.05 -0.83  N2 1.453, C4 1.562, H10 1.091, H11 1.094
4 C 1.49 0.27 -0.75  C3 1.562, S5 1.870, H12 1.093, H13 1.099
5 S 2.49 -1.31 -0.86  C4 1.870
6 H -2.59 1.44 0.78  C1 1.086
7 H -2.75 0.65 -0.83  C1 1.089
8 H -2.30 -0.32 0.56  C1 1.105
9 H -0.31 1.18 0.77  N2 1.016
10 H -0.22 0.08 -1.90  C3 1.091
11 H -0.17 -1.06 -0.43  C3 1.094
12 H 1.75 0.87 -1.62  C4 1.093
13 H 1.62 0.97 0.09  C4 1.099
14 H 0.97 -2.08 1.63  O16 0.957
15 H 1.83 -1.02 1.33  O16 0.983
16 O 1.21 -1.26 2.05  H14 0.957, H15 0.983

## Properties
- Charge: -1
- HOMO level: -2.85 eV
- E_LUMO: 3.85 eV

***

## two
This record from the OMol25 dataset describes a cluster of 2 separate species, C3H10NOS in total. The level of theory is ωB97M-V with the def2-TZVPD basis set.

Each atom is followed by the atoms it is bonded to, with distances in Å.
Element x y z (Å)
1 C -3.44 -0.87 -0.35  S2 1.806, H4 1.122, H5 1.222, H6 1.116
2 S -2.79 0.00 1.10  C1 1.806, C3 1.898
3 C -1.11 0.67 0.51  S2 1.898, H7 1.137, H8 1.121, H9 1.110
4 H -2.64 -1.63 -0.53  C1 1.122
5 H -3.69 -0.14 -1.30  C1 1.222
6 H -4.40 -1.38 -0.10  C1 1.116
7 H -0.48 -0.27 0.64  C3 1.137
8 H -1.12 1.23 -0.46  C3 1.121
9 H -0.68 1.40 1.22  C3 1.110
10 N 3.45 0.62 -0.71  C11 1.585, H13 0.978, H14 1.018
11 C 2.71 -0.26 0.39  N10 1.585, O12 1.325, H15 1.075, H16 1.132
12 O 1.42 -0.10 0.17  C11 1.325
13 H 3.12 0.35 -1.59  N10 0.978
14 H 3.15 1.56 -0.45  N10 1.018
15 H 3.24 -1.16 0.12  C11 1.075
16 H 3.26 -0.02 1.35  C11 1.132

## Properties
- Charge: -1
- HOMO level: -2.79 eV
- E_LUMO: 3.26 eV

***

one wins, 2.175 eV ahead of the next structure.

***

## one
This record from the OMol25 dataset describes a cluster of 2 separate species, C3H10NOS in total. The level of theory is ωB97M-V with the def2-TZVPD basis set.

Each atom is followed by the atoms it is bonded to, with distances in Å.
Element x y z (Å)
1 C 2.28 -0.18 -0.96  N2 1.561, H6 1.213, H7 1.115, H8 1.064
2 N 1.31 1.03 -1.09  C1 1.561, C3 1.405, H9 1.048
3 C 0.68 1.15 0.16  N2 1.405, C4 1.506, H10 1.078, H11 1.168
4 C -0.69 0.54 0.04  C3 1.506, S5 1.865, H12 1.081, H13 1.110
5 S -1.75 0.07 1.50  C4 1.865
6 H 1.74 -1.19 -0.56  C1 1.213
7 H 2.64 -0.19 -2.02  C1 1.115
8 H 3.01 -0.02 -0.20  C1 1.064
9 H 0.56 0.78 -1.77  N2 1.048
10 H 0.58 2.22 0.25  C3 1.078
11 H 1.43 0.64 0.90  C3 1.168
12 H -1.29 1.14 -0.62  C4 1.081
13 H -0.38 -0.41 -0.45  C4 1.110
14 H -2.77 -2.29 1.95  O16 1.026
15 H -3.66 -1.21 1.33  O16 0.899
16 O -3.69 -2.08 1.55  H14 1.026, H15 0.899

## Properties
- Charge: -1
- HOMO level: -2.72 eV
- E_LUMO: 3.77 eV

***

## two
This record from the OMol25 dataset describes a cluster of 2 separate species, C3H10NOS in total. The level of theory is ωB97M-V with the def2-TZVPD basis set.

Each atom is followed by the atoms it is bonded to, with distances in Å.
Element x y z (Å)
1 C -1.39 -0.12 1.30  N2 1.501, H6 1.040, H7 1.136, H8 1.163
2 N -0.66 0.27 0.05  C1 1.501, C3 1.439, H9 1.051
3 C -0.74 -0.80 -0.91  N2 1.439, C4 1.594, H10 1.094, H11 1.100
4 C 0.75 -1.01 -1.45  C3 1.594, S5 1.818, H12 1.166, H13 1.132
5 S 2.04 -1.29 -0.20  C4 1.818
6 H -1.37 0.77 1.84  C1 1.040
7 H -2.44 -0.48 1.08  C1 1.136
8 H -0.70 -0.89 1.84  C1 1.163
9 H 0.33 0.34 0.39  N2 1.051
10 H -1.57 -0.54 -1.57  C3 1.094
11 H -1.14 -1.76 -0.56  C3 1.100
12 H 0.62 -1.83 -2.26  C4 1.166
13 H 1.04 -0.04 -1.97  C4 1.132
14 H 2.25 2.90 0.36  O16 0.926
15 H 1.39 1.75 1.07  O16 0.995
16 O 1.58 2.72 0.97  H14 0.926, H15 0.995

## Properties
- Charge: -1
- HOMO level: -2.77 eV
- E_LUMO: 4.00 eV

***

## three
This record from the OMol25 dataset describes a cluster of 2 separate species, C3H10NOS in total. The level of theory is ωB97M-V with the def2-TZVPD basis set.

Each atom is followed by the atoms it is bonded to, with distances in Å.
Element x y z (Å)
1 C 0.45 -0.58 -1.52  S2 1.814, H4 1.146, H5 1.100, H6 1.133
2 S 0.60 1.21 -1.80  C1 1.814, C3 1.767
3 C -0.20 2.05 -0.47  S2 1.767, H7 1.084, H8 1.128, H9 1.154
4 H 1.19 -1.03 -2.27  C1 1.146
5 H 0.71 -0.66 -0.46  C1 1.100
6 H -0.63 -0.90 -1.65  C1 1.133
7 H -1.26 1.83 -0.43  C3 1.084
8 H 0.05 3.15 -0.51  C3 1.128
9 H 0.27 1.81 0.56  C3 1.154
10 N -1.06 -0.76 2.77  C11 1.550, H13 0.973, H14 0.997
11 C 0.05 -1.19 1.78  N10 1.550, O12 1.351, H15 1.105, H16 1.144
12 O -0.39 -1.94 0.75  C11 1.351
13 H -0.94 -1.34 3.54  N10 0.973
14 H -1.74 -1.22 2.21  N10 0.997
15 H 0.90 -1.66 2.30  C11 1.105
16 H 0.58 -0.22 1.48  C11 1.144

## Properties
- Charge: -1
- HOMO level: -2.80 eV
- E_LUMO: 3.45 eV

***

## four
This record from the OMol25 dataset describes a cluster of 2 separate species, C3H10NOS in total. The level of theory is ωB97M-V with the def2-TZVPD basis set.

Each atom is followed by the atoms it is bonded to, with distances in Å.
Element x y z (Å)
1 C -1.01 -0.59 -0.87  C2 1.563, C4 1.530, H6 1.087, H7 1.095
2 C -0.14 0.45 -0.08  C1 1.563, S3 1.792, H8 1.098, H9 1.098
3 S 1.61 0.45 -0.45  C2 1.792
4 C -0.39 -1.99 -0.78  C1 1.530, N5 1.522, H10 1.088, H11 1.089
5 N -1.38 -3.15 -0.83  C4 1.522, H12 1.022, H13 1.024
6 H -1.04 -0.26 -1.90  C1 1.087
7 H -2.04 -0.56 -0.49  C1 1.095
8 H -0.31 0.20 0.98  C2 1.098
9 H -0.64 1.40 -0.29  C2 1.098
10 H 0.17 -2.15 0.14  C4 1.088
11 H 0.24 -2.11 -1.66  C4 1.089
12 H -0.95 -3.80 -1.50  N5 1.022
13 H -2.10 -2.86 -1.50  N5 1.024
14 H 0.02 2.95 3.05  O16 0.945
15 H 0.76 4.05 2.49  O16 0.972
16 O -0.07 3.89 2.96  H14 0.945, H15 0.972

## Properties
- Charge: -1
- HOMO level: -2.44 eV
- E_LUMO: 3.88 eV

***

four wins, 0.557 eV ahead of the next structure.